The following is a DFT calculation (ωB97M-V with the def2-TZVPD basis set) of a 2-piece molecular cluster, C2H6Cl2N2O2 overall in a non-equilibrium geometry.

The geometry in XYZ format:
```
14
Properties=species:S:1:pos:R:3
C 0.208 -0.205 -0.338
C 1.573 -0.820 -0.574
N -2.247 0.920 0.271
N 2.420 -0.823 0.516
O -0.096 -0.067 0.955
O 1.976 -1.111 -1.688
Cl -0.891 -1.090 -1.293
Cl 0.410 1.511 -1.097
H -1.682 1.548 -0.323
H -2.302 1.537 1.008
H 1.710 -0.830 1.281
H 3.050 -1.532 0.426
H -0.982 0.303 0.925
H -3.146 0.658 -0.070
```

E, a.u.: -1260.1730
Energy relative to the best compared isomer or geometry (same formula, charge and spin), eV: 0.643
Total charge: 0
SMILES string: NC(=O)C(O)(Cl)Cl.N
Orbital gap, eV: 10.67
2S+1: 1

The following is a DFT calculation (ωB97M-V with the def2-TZVPD basis set) of a 10-piece molecular cluster, C42H93N7O9 overall in a non-equilibrium geometry.

The geometry in XYZ format:
```
151
Properties=species:S:1:pos:R:3
O 16.794 9.064 -27.499
C 16.245 10.104 -27.080
N 16.208 10.576 -25.820
C 15.422 10.866 -28.136
H 16.835 10.190 -25.128
H 15.663 11.397 -25.599
H 15.102 11.887 -27.930
H 14.701 10.152 -28.534
H 16.112 10.960 -28.975
O 23.520 7.389 -24.575
C 23.773 8.334 -23.867
N 23.786 8.096 -22.558
C 23.930 9.799 -24.361
H 24.101 8.911 -22.050
H 23.694 7.186 -22.130
H 22.987 10.302 -24.575
H 24.473 9.718 -25.303
H 24.449 10.429 -23.639
O 19.253 3.743 -25.710
C 19.100 4.204 -26.825
N 20.001 3.958 -27.769
C 17.814 4.866 -27.360
H 20.840 3.553 -27.378
H 19.649 3.770 -28.696
H 17.667 4.510 -28.379
H 17.861 5.937 -27.161
H 17.151 4.287 -26.717
C 19.223 13.371 -32.763
C 19.477 11.829 -33.016
N 20.202 11.120 -31.918
C 21.476 11.679 -31.450
C 22.659 10.774 -31.374
C 19.373 10.802 -30.788
C 17.989 10.122 -30.982
H 18.266 13.591 -33.236
H 20.048 14.026 -33.042
H 19.124 13.520 -31.688
H 18.636 11.391 -33.553
H 20.254 11.685 -33.766
H 21.403 12.247 -30.522
H 21.799 12.351 -32.245
H 23.511 11.318 -30.966
H 22.699 9.910 -32.038
H 22.575 10.272 -30.410
H 19.906 10.311 -29.973
H 18.922 11.686 -30.336
H 17.792 9.725 -29.986
H 17.323 10.884 -31.387
H 17.981 9.321 -31.721
C 26.292 4.848 -30.681
C 25.003 4.021 -30.400
N 23.845 4.778 -29.730
C 24.248 5.568 -28.577
C 23.131 5.805 -27.600
C 23.000 5.485 -30.618
C 22.086 4.467 -31.377
H 26.805 4.909 -29.721
H 26.162 5.910 -30.889
H 26.864 4.365 -31.474
H 24.539 3.466 -31.216
H 25.205 3.129 -29.808
H 25.087 5.215 -27.978
H 24.522 6.549 -28.967
H 23.463 6.442 -26.781
H 22.277 6.247 -28.116
H 22.885 4.875 -27.088
H 23.666 6.003 -31.309
H 22.310 6.153 -30.104
H 21.591 3.871 -30.611
H 22.578 3.936 -32.192
H 21.253 5.018 -31.814
C 18.651 9.562 -19.962
C 19.958 9.734 -20.814
N 20.857 10.950 -20.534
C 22.036 11.012 -21.408
C 23.237 11.365 -20.561
C 19.975 12.104 -20.430
C 19.254 12.439 -21.819
H 18.930 9.585 -18.909
H 18.162 8.651 -20.307
H 18.084 10.444 -20.262
H 20.580 8.843 -20.724
H 19.657 9.707 -21.861
H 22.248 10.076 -21.924
H 21.904 11.741 -22.207
H 24.185 11.004 -20.960
H 23.272 12.445 -20.706
H 23.262 11.009 -19.531
H 20.738 12.843 -20.186
H 19.219 12.182 -19.649
H 19.978 12.478 -22.634
H 18.664 13.349 -21.717
H 18.432 11.743 -21.985
C 21.348 5.160 -20.922
C 20.269 5.976 -20.317
N 18.854 5.934 -20.833
C 18.716 6.477 -22.273
C 17.173 6.778 -22.594
C 18.115 4.670 -20.756
C 18.081 4.302 -19.323
H 21.239 4.091 -20.739
H 22.372 5.371 -20.611
H 21.391 5.196 -22.010
H 20.231 5.838 -19.237
H 20.540 7.031 -20.366
H 19.253 7.406 -22.468
H 19.205 5.942 -23.087
H 16.760 5.802 -22.846
H 16.541 7.163 -21.794
H 17.148 7.332 -23.532
H 18.689 4.015 -21.412
H 17.192 4.428 -21.282
H 17.495 5.102 -18.870
H 19.068 4.217 -18.869
H 17.531 3.370 -19.195
O 20.728 15.034 -22.838
C 20.214 15.074 -23.983
O 20.571 16.030 -24.912
C 19.521 16.074 -25.951
C 18.959 14.639 -25.943
C 19.159 14.183 -24.555
H 19.827 16.199 -26.989
H 18.744 16.771 -25.637
H 19.633 14.043 -26.558
H 17.903 14.694 -26.205
H 19.562 13.175 -24.658
H 18.285 14.268 -23.910
O 23.454 11.421 -27.407
C 23.653 12.592 -27.176
O 23.917 13.483 -28.133
C 24.112 14.709 -27.439
C 24.354 14.383 -26.024
C 23.477 13.155 -25.830
H 23.333 15.434 -27.674
H 25.015 15.225 -27.764
H 24.125 15.060 -25.202
H 25.398 14.070 -25.989
H 22.432 13.400 -25.636
H 23.866 12.504 -25.048
O 20.032 10.914 -24.884
C 20.000 9.723 -25.325
O 19.221 8.757 -24.803
C 19.233 7.581 -25.512
C 20.181 7.788 -26.667
C 20.531 9.287 -26.682
H 18.217 7.575 -25.908
H 19.528 6.726 -24.904
H 19.712 7.314 -27.529
H 21.071 7.204 -26.431
H 19.907 9.752 -27.445
H 21.592 9.511 -26.791
```

E, a.u.: -2716.0663
Total charge: +1
Orbital gap (alpha / beta), eV: 6.91 / 2.41
2S+1: 2

The following is a DFT calculation (ωB97M-V with the def2-TZVPD basis set) of C32H52Br30NO2S as an isolated structure in a non-equilibrium geometry.

The geometry in XYZ format:
```
118
Properties=species:S:1:pos:R:3
C 0.231 6.328 5.059
C 0.680 4.867 4.953
C 1.823 4.630 3.958
C 1.531 4.904 2.458
C 0.058 4.859 2.016
C -0.088 4.395 0.551
C 0.274 2.917 0.322
C -0.832 1.907 0.328
N -0.560 0.671 0.048
C -1.699 -0.262 0.163
C -1.651 -1.424 -0.805
C -0.367 -2.278 -0.740
C 0.349 -2.369 0.623
S 1.916 -1.433 0.704
C -2.910 0.711 0.163
C -3.843 0.723 -1.046
C -5.141 1.515 -0.733
C -6.432 0.721 -1.001
C -6.862 -0.055 0.236
O -7.016 0.896 1.302
C -7.196 0.396 2.527
O -6.906 -0.717 2.866
C -2.305 2.080 0.572
C -2.755 2.607 1.956
C -2.478 1.700 3.164
C -1.005 1.341 3.419
H -0.045 6.757 4.090
H 0.994 6.948 5.541
H -0.665 6.392 5.692
H 1.032 4.549 5.944
H -0.189 4.229 4.735
H 2.202 3.609 4.091
H 2.639 5.299 4.265
H 1.952 5.880 2.185
H 2.110 4.172 1.876
H -0.534 4.203 2.659
H -0.368 5.867 2.071
H 0.614 4.989 -0.044
H -1.095 4.607 0.169
H 0.998 2.600 1.090
H 0.782 2.781 -0.643
H 0.395 0.406 -0.199
H -1.658 -0.633 1.198
H -1.745 -1.018 -1.823
H -2.543 -2.043 -0.651
H -0.640 -3.305 -1.014
H 0.349 -1.947 -1.500
H -0.287 -2.102 1.471
H 0.653 -3.406 0.787
H 1.556 -0.458 1.556
H -3.534 0.347 0.993
H -4.111 -0.307 -1.308
H -3.371 1.200 -1.918
H -5.174 2.443 -1.313
H -5.152 1.796 0.327
H -7.242 1.403 -1.286
H -6.320 -0.001 -1.819
H -6.114 -0.813 0.497
H -7.814 -0.576 0.080
H -7.622 1.142 3.212
H -2.642 2.832 -0.163
H -3.843 2.736 1.876
H -2.357 3.614 2.117
H -3.088 0.788 3.117
H -2.850 2.239 4.046
H -0.324 2.174 3.212
H -0.679 0.481 2.817
H -0.861 1.041 4.463
C 2.609 -4.524 -2.965
Br 0.801 -4.794 -3.557
Br 2.753 -4.610 -1.044
Br 3.825 -5.750 -3.804
H 2.899 -3.525 -3.260
C 1.504 -7.458 1.521
Br 2.998 -6.802 2.536
Br 0.935 -9.192 2.110
Br 0.043 -6.205 1.517
H 1.835 -7.562 0.496
C 3.524 2.888 -2.657
Br 5.276 3.052 -1.904
Br 2.635 1.274 -2.066
Br 2.450 4.451 -2.330
H 3.634 2.806 -3.730
C 2.807 -6.145 -7.678
Br 1.304 -7.238 -7.189
Br 3.361 -6.451 -9.490
Br 2.452 -4.283 -7.349
H 3.629 -6.427 -7.035
C 6.072 -8.092 0.054
Br 6.235 -6.310 -0.646
Br 4.511 -8.980 -0.642
Br 7.663 -9.123 -0.249
H 5.936 -8.008 1.123
C 0.604 1.207 -5.843
Br 2.463 1.705 -5.872
Br 0.341 -0.556 -5.129
Br -0.443 2.510 -4.881
H 0.253 1.202 -6.865
C -4.910 2.492 6.242
Br -5.292 1.231 4.838
Br -3.503 3.709 5.736
Br -6.493 3.429 6.785
H -4.554 1.929 7.093
C 6.846 -0.133 0.149
Br 6.552 -0.907 -1.586
Br 8.152 1.275 0.088
Br 5.193 0.482 0.920
H 7.232 -0.912 0.792
C 5.977 4.224 -6.144
Br 7.747 4.774 -5.656
Br 5.717 2.339 -5.840
Br 4.628 5.244 -5.228
H 5.856 4.398 -7.204
C -0.868 -8.697 -1.829
Br -1.211 -10.042 -3.150
Br 0.917 -7.994 -1.985
Br -2.174 -7.281 -1.896
H -0.947 -9.163 -0.855
```

E, a.u.: -79074.0589
Total charge: +1
Orbital gap, eV: 8.84
2S+1: 1

The following is a DFT calculation (ωB97M-V with the def2-TZVPD basis set) of a 2-piece molecular cluster, C7H6F6O overall in a non-equilibrium geometry.

The geometry in XYZ format:
```
20
Properties=species:S:1:pos:R:3
C 3.218 -0.201 -0.619
C 2.093 -0.200 -1.311
C 0.082 -0.543 0.116
C -0.264 -1.697 -0.553
C -2.146 1.394 0.877
C -3.153 0.504 0.908
C 0.898 0.452 -0.761
O 0.224 -0.407 1.510
F -0.461 -1.762 -1.930
F -0.878 -2.727 0.088
F -1.343 1.833 -0.108
F -2.001 2.065 2.091
F -3.831 -0.255 0.097
F -3.616 0.168 2.204
H 4.139 -0.722 -0.769
H 3.119 0.236 0.378
H 1.888 -0.629 -2.231
H 1.188 1.340 -0.310
H 0.212 0.725 -1.584
H 0.633 0.424 1.907
```

E, a.u.: -944.5841
Total charge: 0
SMILES string: C=CCC(O)=C(F)F.FC(F)=C(F)F
Orbital gap, eV: 9.53
2S+1: 1

The following is a DFT calculation (ωB97M-V with the def2-TZVPD basis set) of a 3-piece molecular cluster, C4H10N2O2 overall in a non-equilibrium geometry.

The geometry in XYZ format:
```
18
Properties=species:S:1:pos:R:3
C 0.237 -0.673 0.918
C 0.089 0.080 -0.333
C -0.989 0.045 -1.200
N -0.622 0.591 -2.426
C 0.568 1.087 -2.250
N 1.091 0.671 -1.043
H 0.481 -0.017 1.763
H -0.759 -1.109 1.072
H 0.869 -1.554 0.838
H -2.026 -0.148 -1.003
H 1.150 1.700 -2.923
H 2.057 0.728 -0.786
H -3.705 0.808 0.764
H -2.904 1.479 -0.390
O -3.112 1.526 0.545
H 2.653 -1.440 1.419
H 2.081 -2.109 2.706
O 2.842 -1.664 2.330
```

E, a.u.: -418.3835
Energy relative to the best compared isomer or geometry (same formula, charge and spin), eV: 2.108
Total charge: 0
SMILES string: Cc1cnc[nH]1.O.O
Orbital gap, eV: 9.24
2S+1: 1

Repeat the fifth record exactly.
The following is a DFT calculation (ωB97M-V with the def2-TZVPD basis set) of a 3-piece molecular cluster, C4H10N2O2 overall in a non-equilibrium geometry.

The geometry in XYZ format:
```
18
Properties=species:S:1:pos:R:3
C 0.237 -0.673 0.918
C 0.089 0.080 -0.333
C -0.989 0.045 -1.200
N -0.622 0.591 -2.426
C 0.568 1.087 -2.250
N 1.091 0.671 -1.043
H 0.481 -0.017 1.763
H -0.759 -1.109 1.072
H 0.869 -1.554 0.838
H -2.026 -0.148 -1.003
H 1.150 1.700 -2.923
H 2.057 0.728 -0.786
H -3.705 0.808 0.764
H -2.904 1.479 -0.390
O -3.112 1.526 0.545
H 2.653 -1.440 1.419
H 2.081 -2.109 2.706
O 2.842 -1.664 2.330
```

E, a.u.: -418.3835
Energy relative to the best compared isomer or geometry (same formula, charge and spin), eV: 2.108
Total charge: 0
SMILES string: Cc1cnc[nH]1.O.O
Orbital gap, eV: 9.24
2S+1: 1

Which value of 2S+1 does entry 1 give?
1

Among the records above, which one has the highest E?
C4H10N2O2

What is the E in the fifth record?
-418.3835 a.u.